{
  "formula": "C14H25Cl2N3OSW",
  "method": "the ωB97M-V functional and the def2-TZVPD basis",
  "symbols": ["W", "C", "N", "C", "C", "C", "N", "C", "C", "H", "H", "H", "H", "H", "H", "H", "H", "H", "H", "H", "H", "H", "H", "H", "H", "Cl", "C", "C", "C", "C", "C", "Cl", "C", "N", "H", "H", "H", "C", "S", "C", "O", "H", "H", "H", "H", "H", "H"],
  "coordinates": [[0.02, -0.29, -0.04], [-1.78, 1.89, -1.25], [-1.40, 1.49, 0.14], [-0.95, 2.70, 0.87], [-2.60, 0.90, 0.80], [-2.20, 0.12, 2.03], [-1.24, -0.96, 1.64], [-0.44, -1.36, 2.82], [-2.02, -2.16, 1.20], [-2.60, 2.61, -1.22], [-2.08, 1.02, -1.82], [-0.92, 2.35, -1.73], [-1.78, 3.41, 0.91], [-0.12, 3.16, 0.34], [-0.64, 2.45, 1.88], [-3.07, 0.24, 0.08], [-3.33, 1.67, 1.07], [-3.08, -0.31, 2.50], [-1.72, 0.76, 2.77], [-1.10, -1.69, 3.62], [0.16, -0.52, 3.17], [0.22, -2.19, 2.55], [-2.62, -2.51, 2.04], [-1.34, -2.94, 0.88], [-2.67, -1.91, 0.37], [-1.78, -3.51, -3.09], [-0.40, -2.60, -3.55], [0.21, -2.79, -4.78], [1.33, -2.04, -5.14], [1.86, -1.08, -4.28], [1.22, -0.94, -3.07], [1.74, 0.25, -1.86], [0.11, -1.67, -2.66], [-0.38, -1.37, -1.39], [-0.20, -3.52, -5.46], [1.79, -2.20, -6.10], [2.71, -0.49, -4.55], [3.98, 1.03, 1.04], [2.44, 1.83, 1.43], [2.60, 1.92, 3.19], [1.35, 0.74, 1.23], [3.96, 0.03, 1.48], [4.78, 1.63, 1.45], [4.07, 0.98, -0.04], [3.46, 2.57, 3.40], [2.76, 0.92, 3.58], [1.69, 2.37, 3.58]],
  "lowdin_charge": [1.377, -0.059, -0.367, -0.063, -0.171, -0.159, -0.397, -0.064, -0.060, 0.111, 0.090, 0.093, 0.117, 0.092, 0.077, 0.124, 0.148, 0.146, 0.123, 0.113, 0.072, 0.101, 0.109, 0.092, 0.086, 0.745, -0.608, -0.060, -0.034, -0.064, -0.502, 0.761, -0.417, -0.187, 0.125, 0.127, 0.125, -0.217, 0.959, -0.215, -0.726, 0.084, 0.085, 0.049, 0.086, 0.083, 0.070],
  "lumo_energy_ha": [-0.2464, -0.2431],
  "e_homo_ev": [-14.1, -14.1],
  "total_charge": 2,
  "relative_energy_ev": 0.0000,
  "gap_ha": [0.270, 0.276]
}